1.
ORCA calculation (ωB97M-V/def2-TZVPD) on a molecular structure, C39H38BrInN8OS.

The geometry in ORCA input format:
```
! RIJCOSX wB97M-V def2-TZVPD def2/J DEFGRID3
* xyz 2 1
In -1.1355 -1.0063 -0.8606
C -3.6800 2.8352 -0.7456
C -3.4238 1.4700 -0.7187
N -2.6277 0.9071 -1.6233
C -2.0758 1.6899 -2.5659
C -2.2762 3.0647 -2.5292
N -3.0743 3.6246 -1.6234
C -1.2610 1.0096 -3.6101
C -1.1009 1.5011 -4.8902
C -0.3735 0.7512 -5.8167
C 0.1733 -0.4641 -5.3920
C -0.0398 -0.8795 -4.0881
N -0.7384 -0.1428 -3.2327
C 0.4071 -2.2112 -3.6172
C 1.6409 -2.7492 -3.9518
N 1.9862 -3.9751 -3.5655
C 1.0915 -4.6918 -2.8978
C -0.1382 -4.1502 -2.5357
N -0.4604 -2.9035 -2.8666
C -0.2568 1.1627 -7.2340
C 0.9136 0.9505 -7.9514
C 0.9224 1.2433 -9.3093
N -0.1477 1.7174 -9.9441
C -1.2643 1.9428 -9.2573
C -1.3628 1.6855 -7.8948
H -4.3632 3.3026 -0.0475
H -3.8619 0.8234 0.0306
H -1.7721 3.7343 -3.2178
H -1.5480 2.4428 -5.1822
H 0.6990 -1.0996 -6.0929
H 2.3776 -2.1815 -4.5111
H 1.3729 -5.7034 -2.6299
H -0.8734 -4.7195 -1.9811
H 1.8115 0.5801 -7.4695
H 1.8084 1.0774 -9.9119
H -2.1112 2.3266 -9.8156
H -2.2967 1.8553 -7.3710
C -0.8228 2.8527 6.8466
C -1.1437 3.3646 5.4404
C -0.4393 4.7182 5.2309
C -2.6733 3.5667 5.3306
C -0.7505 2.3949 4.3530
C -0.7533 2.8254 2.9970
C -0.3686 1.9689 2.0328
Br -0.3014 2.5176 0.2270
C -0.0467 0.5589 2.2712
O 0.1187 -0.1914 1.2799
C 0.0511 0.1601 3.6800
C -0.3424 1.0794 4.6249
C 0.6806 -1.1418 4.1704
C -0.2590 -1.8560 5.1608
C 1.9912 -0.7675 4.8969
C 1.0311 -2.1305 3.0590
H -1.0922 3.6201 7.5707
H 0.2439 2.6460 6.9613
H -1.3941 1.9559 7.0934
H -0.6267 5.3568 6.0936
H -0.8068 5.2440 4.3488
H 0.6401 4.5825 5.1344
H -2.9888 4.2738 6.0993
H -3.1992 2.6232 5.4894
H -2.9586 3.9663 4.3549
H -1.0325 3.8401 2.7467
H -0.3047 0.7737 5.6608
H -0.4279 -1.2712 6.0651
H 0.1978 -2.8015 5.4549
H -1.2233 -2.0684 4.6938
H 1.7982 -0.1591 5.7815
H 2.6551 -0.2110 4.2303
H 2.5025 -1.6798 5.2077
H 0.1441 -2.4556 2.5173
H 1.5080 -3.0062 3.5032
H 1.7309 -1.6924 2.3466
N 2.1561 0.1626 -1.3328
C 2.2650 -1.0769 -0.7758
N 1.2669 -1.9014 -0.5890
C 1.6888 -3.0805 0.0443
C 0.8650 -4.1019 0.5079
C 1.4294 -5.1539 1.2056
C 2.8078 -5.2160 1.4122
C 3.6397 -4.2171 0.9390
C 3.0609 -3.1455 0.2690
S 3.8273 -1.6920 -0.3218
H 1.2543 0.6053 -1.2489
H 2.9355 0.7881 -1.2061
H -0.2064 -4.0275 0.3622
H 0.7949 -5.9302 1.6146
H 3.2262 -6.0343 1.9839
H 4.7102 -4.2565 1.1020
*
```

Max |F| ... 1.6 eV/Å
M ... 861.577 g mol⁻¹
E_HOMO (alpha / beta) ... -13.5 / -13.5 eV
HOMO-LUMO gap (alpha / beta) ... 0.185 / 0.230 Eh

2.
ORCA calculation (ωB97M-V/def2-TZVPD) on 9 unconnected molecules or ions with the total composition C29H52F2N3O9S2.

The geometry in ORCA input format:
```
! RIJCOSX wB97M-V def2-TZVPD def2/J DEFGRID3
* xyz 1 1
C 1.8288 0.1071 -0.6589
C 0.3738 -0.0706 -0.8675
O -0.1203 -0.1599 -1.9965
N -0.4068 -0.2728 0.3607
H 0.1453 -0.3677 1.2608
H -0.7435 0.4841 0.4703
C -1.6974 -1.0802 0.2215
H 2.0733 1.1348 -0.8610
H 2.2337 -0.7033 -1.3698
H 2.2664 -0.0920 0.2710
H -1.3967 -2.0953 0.0375
H -2.4282 -0.5532 -0.5280
H -2.4006 -1.2569 1.1249
C -2.6720 5.2352 0.0146
C -2.1116 4.9138 -1.3624
O -2.3942 5.5635 -2.3254
N -0.9766 3.9120 -1.4003
H 0.0246 4.5724 -1.2963
H -1.1936 3.3142 -0.5457
C -0.8152 3.2692 -2.6711
H -2.9777 6.4517 0.0526
H -2.0516 5.1536 0.8407
H -3.3998 4.4576 0.1246
H -0.7444 3.7709 -3.5835
H -1.6995 2.5078 -3.0137
H -0.1018 2.6276 -2.6661
C -1.7423 2.3783 3.9843
C -0.3654 2.9733 3.5822
O 0.0722 3.9059 4.2190
N 0.4833 2.3239 2.4544
H 0.6002 1.4005 2.7852
H -0.1974 2.3016 1.6142
C 1.7832 2.9057 2.1957
H -1.6373 1.9179 4.9560
H -1.9802 1.7755 3.4221
H -2.4046 3.1984 3.5445
H 2.3864 2.3244 1.6052
H 2.5625 3.0119 3.0544
H 1.5534 3.8735 1.9608
O -1.1906 2.2385 0.5078
H -2.1712 2.1947 0.6698
O 0.8001 -0.3499 2.7763
H 0.6040 -0.7421 3.6639
F 5.5951 -3.2138 -0.7454
C 4.2601 -3.1978 -0.6639
C 3.5064 -4.0735 -1.3156
C 2.2172 -4.3353 -0.9599
C 1.6488 -3.7093 0.0897
C 2.4642 -2.7486 0.8224
C 3.7171 -2.6057 0.4281
H 3.9040 -4.6564 -2.0758
H 1.6951 -4.8958 -1.5456
H 0.4929 -3.6574 0.3387
H 2.2415 -2.0359 1.6085
H 4.3149 -1.9850 0.9491
F -2.2280 -4.4345 -2.4015
C -3.1593 -3.7217 -1.6804
C -3.7994 -2.5386 -2.0984
C -4.7449 -1.8859 -1.3994
C -5.0094 -2.3356 -0.0498
C -4.3964 -3.5129 0.4161
C -3.5205 -4.2513 -0.4069
H -3.3674 -2.2742 -3.0953
H -5.3920 -1.0992 -1.9290
H -5.7137 -1.7522 0.4908
H -4.8473 -3.8140 1.3424
H -3.1387 -5.1674 0.0439
C -1.3620 -3.5665 3.1151
C -2.1013 -2.2594 3.5531
C -2.0203 -1.9763 4.9499
S -0.4498 -2.7329 5.4251
O -0.7837 -3.8495 6.3069
O 0.5781 -1.6818 5.7205
C -0.1254 -3.5280 3.9175
H -1.0365 -3.8016 2.1058
H -2.0262 -4.3948 3.3584
H -3.0274 -2.3533 3.2280
H -1.7763 -1.4197 2.9154
H -2.9153 -2.5696 5.5362
H -1.9097 -0.9737 5.0105
H 0.3453 -4.3985 3.9963
H 0.5636 -2.9730 3.6470
C 2.7245 1.6621 -4.1543
C 2.6608 1.4798 -5.5781
C 3.8835 1.7115 -6.2617
S 4.7538 2.8093 -5.2906
O 4.6662 4.1941 -5.6901
O 5.9622 2.2915 -4.8132
C 3.7395 2.7986 -3.8184
H 3.1496 0.8089 -3.7182
H 1.7894 1.9456 -3.9046
H 2.1410 2.2778 -6.0190
H 2.3367 0.6270 -5.8859
H 3.7674 2.3375 -7.2514
H 4.4967 0.7040 -6.5113
H 3.0855 3.7116 -3.7826
H 4.3792 2.5654 -2.8981
*
```

Energy above the lowest of the compared OMol25 structures with the same formula, charge and spin ... 498.0 kJ/mol
Max |F| ... 16.1 eV/Å
M ... 688.877 g mol⁻¹
E_HOMO ... -11.5 eV
HOMO-LUMO gap ... 0.286 Eh

3.
ORCA calculation (ωB97M-V/def2-TZVPD) on a molecular structure, C43H30BrF9N6OPSTaTe.

The geometry in ORCA input format:
```
! RIJCOSX wB97M-V def2-TZVPD def2/J DEFGRID3
* xyz 2 1
Ta 11.1757 14.4453 13.2840
F 16.2035 15.4014 18.7298
C 15.3717 14.3824 18.2871
C 15.8923 13.1913 17.8664
F 17.1710 12.8790 18.2458
C 15.2101 12.3986 16.9222
F 15.8514 11.2803 16.5617
C 13.9939 12.7648 16.4051
P 13.2296 12.3454 14.7371
C 12.1803 10.8031 14.8481
C 11.1921 10.5071 13.8984
C 10.5768 9.2718 13.7988
C 10.9386 8.2411 14.6624
C 11.9890 8.4840 15.5995
C 12.5407 9.7635 15.7166
C 14.6880 11.9027 13.8715
C 15.2790 12.8874 12.9841
C 16.3333 12.4999 12.1489
C 16.7431 11.1268 12.0524
C 16.2712 10.2133 13.0632
C 15.2434 10.6058 13.9371
C 13.3689 13.8714 17.0139
Br 11.5025 14.1480 17.0109
C 14.0772 14.7488 17.7955
F 13.4845 15.9574 18.1120
H 9.7291 11.1664 12.7191
H 9.9799 9.0699 12.8624
H 10.4863 7.2611 14.6107
H 12.2445 7.7377 16.3489
H 13.2205 9.9672 16.5638
H 14.7498 13.8833 12.9425
H 16.8756 13.2814 11.6084
H 17.4079 10.7032 11.2727
H 16.7815 9.2486 13.0405
H 14.8348 9.8481 14.6808
C 6.8879 11.5673 16.1461
C 6.6579 12.0588 14.8223
C 7.7244 12.5596 14.0629
C 9.0402 12.4512 14.5981
C 9.2322 11.9331 15.8895
C 8.1573 11.6012 16.6965
N 10.2359 12.8353 13.8690
N 10.6163 11.6117 13.0372
C 11.4212 11.9455 11.8082
C 11.8036 10.9384 10.9317
C 12.6195 11.2607 9.8365
C 13.1891 12.4990 9.6939
C 12.7810 13.5377 10.5802
C 11.9351 13.2448 11.6898
H 6.0293 11.1557 16.6531
H 5.7216 12.0944 14.3428
H 7.5610 12.9446 13.0601
H 10.2686 11.9065 16.2746
H 8.2956 11.2820 17.7858
H 11.4193 9.9196 11.0261
H 12.9052 10.4735 9.1334
H 13.8558 12.8443 8.8834
H 12.9538 14.6275 10.3442
S 9.5294 16.1139 14.5190
C 10.0881 17.1007 13.1850
N 10.0353 18.4479 13.2816
N 10.0464 18.9296 14.5362
C 10.4889 20.2557 14.6848
C 11.4408 20.7404 13.7347
C 11.6528 22.1372 13.6994
C 11.0581 22.9718 14.6539
C 10.2368 22.4648 15.5932
C 9.9706 21.0966 15.6431
N 10.7277 16.4571 12.1475
N 9.9816 15.2875 11.7887
C 9.5906 15.2327 10.4626
C 9.8399 16.1997 9.4495
C 9.0797 16.3010 8.3224
C 7.9094 15.4507 8.1494
C 7.7466 14.3943 9.0149
C 8.6709 14.1918 10.0472
H 9.4318 18.4921 15.2349
H 11.8962 20.0352 13.0596
H 12.1472 22.5662 12.8603
H 11.2283 24.0452 14.5228
H 9.8490 23.1476 16.4190
H 9.2479 20.7092 16.3319
H 10.6882 16.9191 9.5573
H 9.3956 17.0858 7.6674
H 7.2072 15.6603 7.2598
H 6.8348 13.8014 8.9008
H 8.2471 12.2983 10.1303
F 15.1491 18.6259 5.4670
Te 13.4695 18.2008 4.5298
F 12.5799 18.5710 6.1508
F 14.0519 16.4357 4.7154
F 11.6917 17.5655 3.9891
F 12.6030 15.0410 14.2904
O 8.6657 12.9813 10.6975
*
```

Energy above the lowest of the compared OMol25 structures with the same formula, charge and spin ... 50.1 kJ/mol
Max |F| ... 3.5 eV/Å
M ... 1269.229 g mol⁻¹
E_HOMO (alpha / beta) ... -12.0 / -12.0 eV
HOMO-LUMO gap (alpha / beta) ... 0.127 / 0.127 Eh

4.
ORCA calculation (ωB97M-V/def2-TZVPD) on a molecular structure, C4H8N4.

The geometry in ORCA input format:
```
! RIJCOSX wB97M-V def2-TZVPD def2/J DEFGRID3
* xyz 0 1
C 1.7091 -1.6701 0.3616
C -0.0627 1.0712 0.2945
C -1.1001 0.0916 -0.7249
N 0.9178 1.7572 -0.4095
C -2.4276 -0.0728 -0.7241
N -0.2825 -1.0380 -0.7071
N 0.7152 -0.7026 -0.0142
N -0.4632 1.5596 1.4096
H 1.1053 2.6684 -0.0171
H 1.1584 1.3035 -1.2806
H -1.2092 1.0267 1.8438
H 2.6859 -1.2100 0.2098
H 1.6014 -1.9254 1.4168
H 1.6034 -2.5725 -0.2425
H -3.0819 0.7522 -0.4829
H -2.8692 -1.0390 -0.9331
*
```

Energy above the lowest of the compared OMol25 structures with the same formula, charge and spin ... 426.2 kJ/mol
Max |F| ... 3.8 eV/Å
M ... 112.136 g mol⁻¹
E_HOMO ... -8.6 eV
HOMO-LUMO gap ... 0.311 Eh

5.
ORCA calculation (ωB97M-V/def2-TZVPD) on a single C8H8Cl3O3PS molecule.

The geometry in ORCA input format:
```
! RIJCOSX wB97M-V def2-TZVPD def2/J DEFGRID3
* xyz 0 1
C 2.5342 0.3231 -2.5029
H 2.9724 -0.7194 -2.7094
H 1.8923 0.6500 -3.3684
H 3.3898 0.9645 -2.7083
O 1.8886 0.3248 -1.4724
P 2.2917 -0.4456 -0.0202
S 2.6887 -2.3526 -0.2389
O 3.5050 0.5422 0.4181
C 4.4416 -0.0072 1.3251
H 4.2061 0.0372 2.4460
H 5.3606 0.7202 1.2776
H 4.5417 -0.9961 1.0984
O 1.1806 -0.2513 0.8655
C -0.1294 0.1622 0.6431
C -1.0145 -1.0297 0.4528
C -2.4146 -0.8733 0.3826
C -2.7894 0.2698 0.0027
C -2.0044 1.4677 0.0438
C -0.5269 1.4523 0.2208
Cl 0.4264 2.7134 0.4160
H -2.3855 2.5008 -0.3677
Cl -4.5959 0.7545 -0.2925
Cl -3.3997 -2.0809 0.2965
H -0.6802 -1.9442 0.9864
*
```

Energy above the lowest of the compared OMol25 structures with the same formula, charge and spin ... 535.8 kJ/mol
Max |F| ... 13.5 eV/Å
M ... 321.549 g mol⁻¹
E_HOMO ... -9.2 eV
HOMO-LUMO gap ... 0.322 Eh
SMILES ... COP(=S)(OC)Oc1cc(Cl)c(Cl)cc1Cl

6.
ORCA calculation (ωB97M-V/def2-TZVPD) on 2 unconnected molecules or ions with the total composition C7H8BrClOSi.

The geometry in ORCA input format:
```
! RIJCOSX wB97M-V def2-TZVPD def2/J DEFGRID3
* xyz 0 3
C 2.9214 0.5572 1.4366
C 1.6732 0.5022 2.0036
C 2.9622 0.7519 0.0606
C 0.5299 0.3764 1.2563
C 1.8352 1.0351 -0.6729
C 0.6466 0.7203 -0.0536
C -2.3485 -1.9971 -1.6156
O -3.0245 -0.7411 -1.7065
Si -2.6099 0.5500 -0.7305
Cl -3.9720 2.0202 -1.2656
Br -2.9012 -0.3059 1.3282
H 3.7104 0.4792 2.1700
H 1.6365 0.3453 3.0802
H 3.7909 0.9502 -0.5440
H -0.4710 0.3734 1.7270
H 1.9301 1.1802 -1.7663
H -1.4463 -1.9223 -2.2130
H -2.9615 -2.7982 -1.8794
H -1.9015 -2.0770 -0.6152
*
```

Energy above the lowest of the compared OMol25 structures with the same formula, charge and spin ... 0.0 kJ/mol
Max |F| ... 3.3 eV/Å
M ... 251.583 g mol⁻¹
E_HOMO (alpha / beta) ... -7.9 / -9.6 eV
<S²> ... 2.01
HOMO-LUMO gap (alpha / beta) ... 0.318 / 0.267 Eh